No. 1
# C4H7IN2

A 2-piece molecular cluster, C4H7IN2 overall at a distorted geometry (ωB97M-V/def2-TZVPD, the OMol25 dataset).

Properties
SMILES = Cn1cccn1.I
Kohn-Sham gap = 10.20 eV
ΔE to the lowest compared entry with this formula, charge and spin = 1.140 eV
HOMO level = -0.344 Eh

ORCA input file:
```
! wB97M-V def2-TZVPD RIJCOSX def2/J DEFGRID3
* xyz 0 1
C 1.6569 0.4102 0.9930
C 0.4786 -0.2045 1.4831
C 1.2198 0.7719 -0.2975
C -0.8291 0.5985 -1.6134
N -0.5814 -0.0165 0.6411
N -0.0512 0.5716 -0.4443
I -1.8108 -3.4678 0.9672
H 2.6451 0.6146 1.3221
H 0.3714 -0.7077 2.3935
H 1.7806 1.4914 -0.8055
H -1.7567 -1.7791 0.9846
H -1.8968 0.7301 -1.3026
H -0.5155 1.3661 -2.2630
H -0.7109 -0.3787 -2.0583
*
```

***

No. 2
# C11H13F

A 2-piece molecular cluster, C11H13F overall at a distorted geometry (ωB97M-V/def2-TZVPD, the OMol25 dataset).

Properties
Kohn-Sham gap = 9.08 eV
ΔE to the lowest compared entry with this formula, charge and spin = 3.319 eV
HOMO level = -0.351 Eh

ORCA input file:
```
! wB97M-V def2-TZVPD RIJCOSX def2/J DEFGRID3
* xyz 0 1
C 3.6717 0.0877 0.1201
C 2.9068 1.0157 0.8055
C 2.9681 -0.8375 -0.6842
C 1.5585 1.0184 0.7515
C 1.6072 -0.8247 -0.8162
C 0.8854 0.1363 -0.0511
C -1.8294 0.4696 0.6279
C -1.7155 -0.6847 -0.4442
C -0.5693 0.2710 -0.1688
C -2.8001 1.6720 0.4197
C -1.5843 -2.2348 -0.2109
F -0.6796 1.7372 -1.5432
H 4.6886 0.0240 0.1742
H 3.2722 1.8648 1.4299
H 3.5160 -1.5705 -1.2963
H 0.9005 1.7069 1.4183
H 1.1584 -1.6009 -1.3882
H -1.7937 0.3094 1.7001
H -2.2543 -0.4337 -1.3612
H -3.3118 1.9595 1.4031
H -3.6120 1.3304 -0.1793
H -2.3305 2.4589 -0.1700
H -1.0111 -2.6590 -0.9743
H -2.5849 -2.6442 -0.2539
H -1.0567 -2.5718 0.6916
*
```

***

No. 3
# C16H30NOPSn

C16H30NOPSn as an isolated structure at a distorted geometry (ωB97M-V/def2-TZVPD, the OMol25 dataset).

Properties
Kohn-Sham gap (alpha / beta) = 6.06 / 6.00 eV
HOMO level (alpha / beta) = -0.556 / -0.549 Eh

ORCA input file:
```
! wB97M-V def2-TZVPD RIJCOSX def2/J DEFGRID3
* xyz 2 1
C -2.5610 0.5884 -3.3353
C -2.3175 -0.6349 -2.7270
C -1.6029 -0.7141 -1.4778
C -1.1720 0.4842 -0.8590
C -1.2240 1.6749 -1.6354
C -2.0262 1.7567 -2.8261
C -1.4056 -2.1160 -0.9657
C -0.0135 -2.8264 -0.8429
N 1.2644 -2.0994 -0.9311
Sn -0.7306 0.8476 1.2728
C -0.5001 2.9299 -1.2026
P 1.2784 2.5117 -0.5519
H -2.6834 -1.5540 -3.1706
H -2.1599 2.6907 -3.3669
H -3.1920 0.5961 -4.2704
H -0.9596 3.4396 -0.3206
H -0.3537 3.7046 -1.9971
H -1.8562 -2.2200 0.0356
H -1.9725 -2.7943 -1.5979
H 0.0098 -3.3613 0.1154
C 1.6731 4.1122 0.2427
C 2.1896 2.5390 -2.1257
H 0.0632 -3.5725 -1.6162
C 1.6198 -1.3353 -2.0549
C 2.1712 -2.3380 0.1566
H 0.3353 1.7554 2.4262
H 2.1331 -2.0643 -2.7351
H 0.7890 -0.8696 -2.5596
H 2.3779 -0.5974 -1.7360
H 2.7722 -3.1959 -0.1360
H 2.8612 -1.4750 0.2461
H 1.6943 -2.5276 1.1175
H 2.1970 3.5636 -2.5615
H 3.2470 2.2125 -2.0035
H 1.7145 1.8469 -2.8463
H 1.6808 4.9393 -0.5038
H 0.9114 4.3239 1.0109
H 2.6601 4.0817 0.7486
H 0.9959 1.3565 1.7123
C -2.2143 -1.3130 4.0982
C -0.7879 -1.0225 3.5918
C 0.3091 -1.8729 4.2387
O -0.7239 -1.0583 2.1625
H -2.5100 -2.3401 3.8737
H -2.9126 -0.6371 3.5948
H -2.2701 -1.1489 5.1793
H -0.5675 -0.0015 3.9135
H 0.1465 -2.9610 4.0622
H 1.3007 -1.6097 3.8256
H 0.3215 -1.6942 5.3319
*
```

***

No. 4
# C5H7NO

One molecule with the formula C5H7NO at a distorted geometry (ωB97M-V/def2-TZVPD, the OMol25 dataset).

Properties
SMILES = C[C@H](C#N)CC=O
Kohn-Sham gap = 10.91 eV
ΔE to the lowest compared entry with this formula, charge and spin = 0.930 eV
HOMO level = -0.383 Eh

ORCA input file:
```
! wB97M-V def2-TZVPD RIJCOSX def2/J DEFGRID3
* xyz 0 1
C -0.8345 1.2593 -0.6052
C 0.2532 0.5578 0.2208
C 0.4088 -0.9641 -0.0121
C -0.6139 -1.8482 0.6774
O -0.3788 -2.2938 1.7760
C 1.5593 1.1711 -0.0796
N 2.5884 1.6270 -0.3459
H -0.8127 2.3373 -0.4149
H -1.8302 0.8895 -0.3427
H -0.6716 1.1046 -1.6772
H 0.0621 0.7151 1.2898
H 0.4779 -1.1692 -1.0867
H 1.3434 -1.2696 0.4598
H -1.5516 -2.1166 0.1404
*
```